Record 1
Entry from the Open Molecules 2025 dataset: a structure of composition C50H47IN3O2PSSn (ωB97M-V with the def2-TZVPD basis set).

Results
E_LUMO (alpha / beta), Eh: 0.149 / 0.148

ORCA input file:
```
! wB97M-V def2-TZVPD RIJCOSX def2/J DEFGRID3
* xyz -2 1
Sn -0.835 -1.548 -1.042
C -1.057 0.425 3.964
C -2.376 1.198 3.932
C -3.351 0.524 4.911
C -2.102 2.629 4.410
C -3.013 1.205 2.536
C -4.189 1.942 2.335
C -4.865 1.897 1.125
C -4.365 1.115 0.099
S -5.068 0.811 -1.472
C -3.747 -0.305 -1.845
N -2.810 -0.373 -0.837
C -3.171 0.390 0.250
C -2.505 0.445 1.488
C -3.804 -1.173 -2.975
C -5.049 -1.571 -3.516
C -5.136 -2.574 -4.463
C -3.979 -3.220 -4.889
C -2.740 -2.781 -4.429
C -2.602 -1.708 -3.549
H -0.625 0.465 4.968
H -0.326 0.850 3.277
H -1.193 -0.626 3.699
H -2.897 0.452 5.904
H -3.596 -0.485 4.569
H -4.285 1.087 4.997
H -1.661 2.607 5.412
H -3.015 3.228 4.453
H -1.401 3.126 3.738
H -4.593 2.551 3.134
H -5.783 2.459 0.989
H -1.592 -0.130 1.605
H -5.956 -1.126 -3.122
H -6.106 -2.884 -4.835
H -4.034 -4.053 -5.580
H -1.856 -3.269 -4.818
N 0.671 -3.828 -1.429
N -0.276 -4.815 -1.741
C -1.607 -4.594 -1.292
O -2.296 -5.599 -1.155
O -1.970 -3.377 -1.101
H 1.393 -3.784 -2.133
H 1.089 -3.955 -0.513
H -0.002 -5.768 -1.553
I 1.107 -2.511 3.488
C 1.889 -0.974 4.707
C 1.568 -1.162 6.058
C 2.156 -0.361 7.021
C 3.092 0.589 6.639
C 3.415 0.809 5.282
C 4.415 1.747 4.926
C 4.754 1.968 3.586
C 4.027 1.359 2.592
C 2.946 0.480 2.876
P 1.733 0.180 1.568
C 1.187 1.875 1.088
C 0.474 2.044 -0.104
C -0.157 3.242 -0.404
C -0.078 4.311 0.481
C 0.640 4.164 1.660
C 1.262 2.958 1.965
C 2.804 -0.279 0.132
C 3.137 -1.633 0.026
C 3.972 -2.097 -0.980
C 4.492 -1.210 -1.916
C 4.163 0.134 -1.830
C 3.320 0.594 -0.822
C 2.721 0.068 4.237
H 0.873 -1.941 6.340
H 1.897 -0.494 8.066
H 3.599 1.192 7.386
H 4.942 2.261 5.723
H 5.566 2.643 3.332
H 4.249 1.592 1.557
H 0.396 1.215 -0.800
H -0.735 3.332 -1.318
H -0.583 5.243 0.258
H 0.704 4.989 2.361
H 1.807 2.848 2.897
H 2.747 -2.323 0.769
H 4.221 -3.152 -1.034
H 5.143 -1.564 -2.708
H 4.557 0.834 -2.556
H 3.057 1.645 -0.786
C -0.784 -0.683 -5.683
C -0.195 -1.033 -4.287
C 0.539 -2.391 -4.369
C -1.300 -1.044 -3.203
C 0.829 0.092 -4.041
C 0.513 1.299 -3.415
C 1.433 2.340 -3.335
C 2.691 2.216 -3.904
C 3.023 1.026 -4.535
C 2.111 -0.017 -4.588
H -1.405 -1.484 -6.078
H 0.026 -0.486 -6.392
H -1.403 0.216 -5.610
H -0.100 -3.197 -4.013
H 1.432 -2.382 -3.739
H 0.851 -2.630 -5.391
H -1.569 -0.008 -3.001
H -0.465 1.451 -2.975
H 1.158 3.250 -2.816
H 3.410 3.025 -3.835
H 4.007 0.896 -4.973
H 2.402 -0.932 -5.090
*
```

Here are the Löwdin charges for atoms 1 to 99, given in e: Sn 1.23; C -0.09; C -0.54; C -0.05; C -0.05; C -0.17; C -0.07; C -0.11; C -0.48; S 1.01; C -0.52; N -0.10; C -0.31; C 0.03; C -0.21; C -0.08; C -0.13; C -0.12; C -0.07; C -0.21; H 0.08; H 0.05; H 0.04; H 0.08; H 0.09; H 0.07; H 0.08; H 0.07; H 0.08; H 0.09; H 0.09; H 0.07; H 0.07; H 0.08; H 0.08; H 0.09; N -0.05; N -0.03; C -0.72; O 0.00; O -0.20; H 0.06; H 0.08; H 0.12; I 0.86; C -0.65; C -0.25; C -0.15; C -0.09; C -0.19; C -0.10; C -0.15; C -0.16; C -0.37; P 0.97; C -0.36; C -0.13; C -0.10; C -0.11; C -0.10; C -0.09; C -0.36; C -0.13; C -0.11; C -0.11; C -0.10; C -0.09; C -0.23; H 0.06; H 0.08; H 0.09; H 0.08; H 0.08; H 0.08; H 0.05; H 0.10; H 0.09; H 0.09; H 0.10; H 0.05; H 0.09; H 0.09; H 0.08; H 0.10; C -0.03; C -0.48; C -0.06; C -0.32; C -0.17; C -0.04; C -0.08; C -0.12; C -0.12; C -0.05; H 0.07; H 0.08; H 0.10; H 0.06; H 0.07


Record 2
Entry from the Open Molecules 2025 dataset: a structure of composition C50H48BF5N5NiO7STe (ωB97M-V with the def2-TZVPD basis set).

Results
E_LUMO (alpha / beta), Eh: 0.115 / 0.115
⟨S²⟩: 0.759

ORCA input file:
```
! wB97M-V def2-TZVPD RIJCOSX def2/J DEFGRID3
* xyz -2 2
Ni 1.326 -0.584 -0.207
O 0.177 0.106 1.938
C 1.204 0.910 2.453
C 1.749 1.821 1.379
C 2.547 2.902 1.735
C 3.059 3.713 0.739
C 2.726 3.441 -0.580
C 1.913 2.352 -0.846
N 1.455 1.538 0.111
H 0.193 -0.783 2.310
H 2.035 0.311 2.845
H 0.830 1.542 3.272
H 2.762 3.092 2.779
H 3.700 4.548 0.989
H 3.086 4.057 -1.392
H 1.582 2.113 -1.850
F 3.000 -3.003 -1.675
C 2.091 -3.502 -0.799
C 1.357 -2.649 0.002
C 0.538 -3.315 0.889
F -0.200 -2.620 1.819
C 0.388 -4.691 0.970
F -0.444 -5.272 1.861
C 1.116 -5.486 0.103
F 0.988 -6.828 0.137
C 1.986 -4.885 -0.789
F 2.707 -5.661 -1.622
C -2.261 -4.351 -1.803
C -3.028 -3.032 -1.878
C -4.218 -3.173 -2.817
O -2.137 -2.053 -2.402
B -1.545 -1.361 -1.316
O -2.202 -1.732 -0.128
C -3.377 -2.451 -0.474
C -3.650 -3.489 0.603
C -4.531 -1.448 -0.543
H -1.841 -4.563 -2.787
H -2.905 -5.181 -1.507
H -1.433 -4.279 -1.097
H -3.885 -3.620 -3.755
H -4.658 -2.203 -3.039
H -4.984 -3.821 -2.384
H -2.788 -4.132 0.761
H -4.512 -4.108 0.339
H -3.870 -2.981 1.544
H -4.319 -0.674 -1.282
H -4.628 -0.965 0.428
H -5.479 -1.929 -0.794
C -7.171 4.742 4.587
C -6.071 4.033 3.846
C -6.010 2.652 3.795
C -4.996 1.979 3.111
C -5.029 0.474 3.176
C -4.013 2.720 2.443
Te -2.532 1.743 1.254
N -0.503 -0.458 -1.382
C -0.095 0.142 -2.515
O -0.202 1.349 -2.758
C 0.632 -0.674 -3.570
C -0.057 -1.433 -4.509
C 0.634 -2.121 -5.496
C 2.019 -2.069 -5.552
C 2.711 -1.315 -4.615
C 2.018 -0.618 -3.639
C -3.229 2.727 -0.495
C -4.539 2.435 -0.877
C -5.112 3.030 -1.986
C -4.362 3.923 -2.741
C -3.059 4.198 -2.374
C -2.468 3.609 -1.254
C -1.038 3.949 -0.950
C -4.042 4.123 2.516
C -3.011 4.987 1.841
C -5.069 4.751 3.207
H -7.943 4.042 4.906
H -7.640 5.502 3.961
H -6.788 5.245 5.477
H -6.770 2.067 4.302
H -4.982 0.147 4.216
H -4.205 0.011 2.639
H -5.961 0.090 2.755
H -1.134 -1.499 -4.449
H 0.085 -2.713 -6.219
H 2.558 -2.625 -6.311
H 3.793 -1.285 -4.631
H 2.559 -0.045 -2.896
H -5.114 1.727 -0.293
H -6.128 2.785 -2.269
H -4.786 4.388 -3.622
H -2.465 4.877 -2.974
H -0.419 3.741 -1.823
H -0.646 3.369 -0.117
H -0.938 5.012 -0.709
H -2.044 4.488 1.788
H -2.898 5.930 2.378
H -3.309 5.215 0.814
H -5.085 5.836 3.245
O 8.859 -3.684 3.767
S 10.043 -2.984 3.318
O 10.529 -1.961 4.231
O 11.076 -3.830 2.749
C 9.483 -1.977 1.907
N 10.434 -1.374 1.193
C 10.032 -0.586 0.209
C 8.697 -0.367 -0.090
C 7.781 -1.048 0.704
N 8.181 -1.853 1.695
C 6.302 -0.897 0.530
C 5.426 -1.599 1.357
C 4.064 -1.408 1.203
N 3.530 -0.559 0.317
C 4.373 0.099 -0.482
C 5.747 -0.047 -0.425
H 10.810 -0.095 -0.370
H 8.408 0.291 -0.894
H 5.817 -2.280 2.099
H 3.357 -1.952 1.819
H 3.928 0.780 -1.198
H 6.356 0.527 -1.108
*
```

Here are the Löwdin charges for atoms 1 to 99, given in e: Ni 0.33; O -0.15; C -0.21; C -0.25; C -0.02; C -0.07; C -0.06; C -0.14; N 0.10; H 0.07; H 0.13; H 0.12; H 0.11; H 0.10; H 0.10; H 0.09; F 0.05; C -0.23; C -0.01; C -0.23; F 0.03; C -0.17; F 0.08; C -0.16; F 0.08; C -0.15; F 0.09; C 0.01; C -0.48; C -0.02; O 0.10; B -0.79; O 0.09; C -0.48; C 0.00; C -0.01; H 0.09; H 0.09; H 0.08; H 0.08; H 0.08; H 0.09; H 0.07; H 0.09; H 0.09; H 0.09; H 0.06; H 0.08; C -0.06; C -0.28; C -0.03; C -0.31; C -0.09; C -0.40; Te 1.53; N 0.22; C -0.48; O 0.02; C -0.12; C -0.02; C -0.10; C -0.11; C -0.09; C -0.04; C -0.44; C -0.14; C -0.10; C -0.10; C -0.05; C -0.32; C -0.08; C -0.30; C -0.08; C -0.03; H 0.07; H 0.07; H 0.08; H 0.11; H 0.08; H 0.01; H 0.08; H 0.11; H 0.09; H 0.09; H 0.10; H 0.09; H 0.09; H 0.09; H 0.09; H 0.11; H 0.07; H 0.02; H 0.08; H 0.04; H 0.07; H 0.08; H 0.11; O -0.37; S 0.38


Record 3
Entry from the Open Molecules 2025 dataset: a structure of composition C50H49BrF3N4O4PtSb in a non-equilibrium geometry (ωB97M-V with the def2-TZVPD basis set).

Results
E_LUMO (alpha / beta), Eh: -0.249 / -0.290
⟨S²⟩: 6.099

ORCA input file:
```
! wB97M-V def2-TZVPD RIJCOSX def2/J DEFGRID3
* xyz 2 5
Pt -0.047 -0.406 -0.043
C -3.466 -9.135 0.908
O -3.880 -7.813 1.218
C -3.463 -7.374 2.430
C -2.492 -7.911 3.278
C -2.014 -7.142 4.293
C -2.356 -5.767 4.434
C -3.512 -5.322 3.685
C -4.072 -6.156 2.766
N -1.383 -4.990 5.039
N -1.662 -3.781 5.371
C -1.112 -2.757 4.674
C -1.520 -1.502 5.078
C -1.734 -0.472 4.182
C -1.353 -0.710 2.828
O -1.719 0.089 1.805
C -0.631 -1.838 2.524
N -0.138 -1.895 1.219
C 0.455 -3.036 0.829
C 0.964 -3.932 1.807
C 0.605 -3.814 3.149
C -0.381 -2.857 3.462
H -3.852 -9.366 -0.114
H -3.893 -9.856 1.636
H -2.356 -9.243 0.939
H -2.124 -8.943 3.160
H -1.279 -7.580 4.966
H -3.917 -4.322 3.886
H -4.963 -5.799 2.239
H -1.807 -1.407 6.111
H -2.272 0.425 4.437
H 0.517 -3.225 -0.248
H 1.619 -4.741 1.492
H 0.977 -4.538 3.866
C 4.102 -1.278 -5.793
C 2.660 -0.892 -6.190
C 1.918 -2.155 -6.653
C 2.608 0.150 -7.303
C 1.958 -0.357 -4.915
C 2.185 -0.967 -3.686
C 1.577 -0.536 -2.532
Br 2.420 -1.100 -0.903
C 0.569 0.462 -2.613
O -0.023 0.924 -1.463
C 0.210 0.992 -3.859
C 1.022 0.659 -4.925
C -0.983 1.930 -4.059
C -2.131 1.825 -3.025
C -0.525 3.409 -4.041
C -1.589 1.626 -5.439
H 4.734 -1.498 -6.671
H 4.141 -2.161 -5.158
H 4.548 -0.463 -5.198
H 2.360 -2.570 -7.563
H 0.882 -1.916 -6.919
H 1.956 -2.954 -5.877
H 3.059 -0.280 -8.229
H 3.210 1.057 -7.034
H 1.572 0.477 -7.616
H 2.788 -1.869 -3.574
H 0.856 1.210 -5.855
H -1.857 2.257 -2.031
H -2.422 0.776 -2.910
H -2.985 2.374 -3.445
H -0.006 3.617 -3.105
H -1.402 4.057 -4.098
H 0.140 3.588 -4.913
H -1.652 0.538 -5.578
H -0.934 2.011 -6.259
H -2.631 1.981 -5.561
C 4.777 0.343 2.263
C 3.414 0.192 2.959
N 2.850 -1.052 2.846
O 2.833 1.114 3.562
H 5.506 -0.336 2.677
H 5.121 1.388 2.361
H 4.757 0.072 1.159
H 3.349 -1.892 2.545
H 1.925 -1.213 3.268
F -2.006 5.356 6.338
C -1.472 4.638 5.340
C -0.207 4.916 4.836
C 0.298 4.181 3.784
C -0.478 3.184 3.178
C -1.746 2.868 3.686
C -2.194 3.549 4.820
Sb 0.208 2.376 1.301
C 1.926 3.564 0.607
C 3.012 3.668 1.459
C 4.021 4.599 1.189
C 3.926 5.405 0.063
F 4.875 6.313 -0.221
C 2.850 5.273 -0.790
C 1.904 4.284 -0.577
C -1.505 3.366 0.445
C -1.422 4.688 0.055
C -2.581 5.381 -0.326
C -3.809 4.744 -0.277
F -4.932 5.357 -0.642
C -3.920 3.462 0.204
C -2.778 2.774 0.498
H 0.384 5.682 5.331
H 1.324 4.406 3.449
H -2.373 2.107 3.257
H -3.115 3.238 5.317
H 3.077 3.044 2.353
H 4.901 4.690 1.817
H 2.823 5.942 -1.640
H 1.137 4.066 -1.342
H -0.494 5.288 0.096
H -2.534 6.396 -0.730
H -4.895 3.003 0.323
H -2.814 1.763 0.846
*
```

Here are the Löwdin charges for atoms 1 to 99, given in e: Pt 0.87; C -0.06; O -0.05; C -0.25; C -0.01; C 0.00; C -0.22; C 0.01; C 0.01; N 0.10; N 0.15; C -0.23; C 0.05; C 0.06; C -0.29; O -0.19; C -0.16; N -0.12; C -0.15; C -0.01; C 0.03; C -0.08; H 0.11; H 0.11; H 0.10; H 0.13; H 0.13; H 0.12; H 0.14; H 0.14; H 0.11; H 0.10; H 0.12; H 0.13; C -0.04; C -0.55; C -0.03; C -0.06; C -0.11; C -0.07; C -0.51; Br 0.89; C -0.28; O -0.32; C -0.06; C 0.05; C -0.51; C -0.04; C -0.01; C -0.05; H 0.10; H 0.07; H 0.10; H 0.10; H 0.09; H 0.10; H 0.10; H 0.11; H 0.10; H 0.11; H 0.11; H 0.07; H 0.10; H 0.09; H 0.06; H 0.10; H 0.10; H 0.10; H 0.09; H 0.10; C 0.00; C -0.54; N 0.15; O -0.01; H 0.08; H 0.09; H 0.08; H 0.11; H 0.10; F 0.09; C -0.25; C 0.00; C -0.10; C -0.33; C -0.12; C 0.02; Sb 1.68; C -0.34; C -0.13; C 0.02; C -0.26; F 0.09; C 0.01; C -0.12; C -0.36; C -0.11; C 0.02; C -0.28; F 0.10